C3H21NO10S | ωB97M-V/def2-TZVPD

Positions of all 36 atoms, in Å:
O1 -2.192 -1.019 -1.572
C1 -1.050 -1.328 -1.091
O2 0.019 -1.248 -1.696
C2 -1.038 -1.793 0.447
C3 0.095 -1.383 1.233
S1 0.039 0.333 1.925
N1 -1.082 -3.234 0.105
H1 -2.053 -1.511 0.793
H2 0.032 -2.034 2.092
H3 0.917 -1.170 0.525
H4 -0.238 -3.686 0.039
H5 -1.571 -3.471 -0.742
H6 -1.372 1.967 -0.788
H7 -0.923 1.368 0.417
O3 -1.117 2.342 0.064
H8 2.253 1.139 -2.819
H9 1.741 -0.097 -3.558
O4 2.412 0.582 -3.609
H10 -3.102 1.683 2.684
H11 -2.421 0.915 3.634
O5 -3.330 0.858 3.180
H12 -0.724 3.741 2.223
H13 -0.024 2.635 2.987
O6 -0.876 3.217 2.986
H14 0.266 -1.522 -3.271
H15 0.334 -1.062 -4.844
O7 0.654 -1.619 -4.200
H16 2.195 -2.537 0.710
H17 1.842 -2.892 -0.610
O8 2.424 -3.201 0.068
H18 -0.121 3.244 -0.681
H19 -0.093 3.838 -1.950
O9 0.591 3.638 -1.349
H20 3.590 2.392 1.490
H21 2.762 1.242 2.355
O10 3.381 1.487 1.683

Values from the calculation:
* spin multiplicity: 1
* HOMO level: -1.191 eV
* net charge: -2
* strongest force on any atom: 5.728 eV/Å
* calculated total energy: -36252.2438 eV
* energy above the lowest of the compared OMol25 structures with the same formula, charge and spin: 4.2 kcal per mole